CHBrClNO2 in the gas phase. Source: OMol25; level of theory: the ωB97M-V functional and the def2-TZVPD basis.

energy relative to the best compared isomer or geometry (same formula, charge and spin) = 42.6 kcal per mole
LUMO (alpha / beta) = 0.27 / -4.66 eV
HOMO level (alpha / beta) = -9.52 / -10.92 eV
Kohn-Sham gap (alpha / beta) = 9.79 / 6.26 eV
expectation value of S² = 2.01

```
! wB97M-V def2-TZVPD RIJCOSX def2/J DEFGRID3
* xyz 0 3
N 0.5496 0.5744 -0.9949
O 0.2846 1.0578 -2.1024
H -1.5370 0.0471 -0.7010
O 1.6760 0.3205 -0.5855
Cl 0.0209 -2.2744 3.0186
Br -0.3993 -0.1401 1.5751
C -0.5948 0.4148 -0.2099
*
```